Computed, not measured: 2 unconnected molecules or ions with the total composition C6H15NO, with ωB97M-V/def2-TZVPD.

Computed properties:
relative energy (zero: lowest compared OMol25 entry of this formula, charge and spin) = 14.8 kcal/mol
E_tot = -367.6077 Eh
SMILES = CCC(N)=O.CCC
Kohn-Sham gap = 0.39212 hartree
lowest unoccupied orbital energy = 0.0315 Ha

Cartesian coordinates (Å):
C  -1.453  1.010  -1.351
C  -0.459  2.156  -1.025
C  0.468  1.776  0.116
N  -0.004  2.179  1.347
O  1.541  1.230  -0.014
H  -0.880  0.076  -1.310
H  -1.970  1.207  -2.277
H  -2.173  0.911  -0.537
H  0.146  2.322  -1.921
H  -0.989  3.068  -0.750
H  0.569  2.002  2.154
H  -1.000  2.274  1.467
C  -0.312  -3.254  -0.768
C  -0.099  -2.001  0.119
C  0.609  -2.228  1.462
H  -1.353  -3.557  -0.833
H  0.215  -4.115  -0.338
H  0.099  -3.087  -1.768
H  0.521  -1.324  -0.470
H  -1.089  -1.607  0.332
H  1.187  -3.150  1.483
H  1.209  -1.357  1.723
H  -0.106  -2.405  2.269

=====

Computed, not measured: a molecular structure, C20H55Cu2KN5O13S2, with ωB97M-V/def2-TZVPD.

Computed properties:
E_tot = -6723.8876 Eh
charge = +1
Kohn-Sham gap (spin up / spin down) = 0.25275 / 0.24521 hartree
spin multiplicity = 3
lowest unoccupied orbital energy (spin up / spin down) = -0.1189 / -0.1257 Ha

Cartesian coordinates (Å):
K  3.072  -4.111  2.671
Cu  1.700  1.919  1.451
Cu  1.287  0.391  -2.595
S  0.322  2.851  -0.790
O  -0.269  4.194  -0.971
O  1.725  2.819  -0.432
O  -0.220  2.241  0.453
O  0.175  2.061  -2.019
S  1.713  -0.607  0.459
O  1.199  -0.527  -0.846
O  2.044  -1.985  0.848
O  2.822  0.279  0.639
O  0.756  -0.030  1.433
C  0.111  4.444  4.937
C  1.127  3.714  4.072
C  1.523  2.278  4.623
O  2.177  1.576  3.534
C  2.788  0.312  3.936
N  0.559  3.486  2.796
H  -0.857  3.952  5.037
H  -0.031  5.521  4.844
H  0.271  4.421  6.015
H  1.925  4.448  3.959
H  0.766  1.537  4.883
H  2.024  2.453  5.575
H  3.219  -0.308  3.150
H  2.056  -0.373  4.363
H  3.598  0.553  4.624
H  0.246  4.376  2.435
H  -0.323  3.054  3.030
C  -1.461  -5.411  1.793
C  -0.915  -4.126  1.042
C  -1.959  -3.168  0.422
O  -2.955  -3.782  -0.409
C  -4.327  -3.412  -0.309
N  -0.039  -3.428  1.946
H  -1.855  -5.315  2.805
H  -0.692  -6.179  1.712
H  -2.326  -5.860  1.305
H  -0.397  -4.594  0.205
H  -1.469  -2.376  -0.145
H  -2.450  -2.790  1.318
H  -4.842  -4.009  -1.061
H  -4.540  -2.360  -0.501
H  -4.748  -3.816  0.611
H  -0.590  -3.112  2.732
H  0.325  -2.607  1.485
C  -3.436  2.141  4.031
C  -2.483  1.706  2.979
C  -2.681  0.312  2.328
O  -4.011  0.049  1.952
C  -4.220  0.416  0.634
N  -2.449  2.807  1.988
H  -4.437  2.324  3.639
H  -3.097  3.043  4.541
H  -3.632  1.350  4.755
H  -1.440  1.629  3.285
H  -2.456  -0.551  2.954
H  -2.021  0.100  1.487
H  -5.274  0.147  0.700
H  -3.663  -0.208  -0.065
H  -4.221  1.504  0.558
H  -3.309  2.711  1.467
H  -1.784  2.516  1.285
C  5.613  0.070  -2.869
C  4.171  -0.178  -3.052
C  3.648  -1.560  -2.548
O  2.310  -1.711  -3.102
C  1.968  -3.131  -3.052
N  3.486  0.925  -2.372
H  5.920  0.102  -1.823
H  5.821  1.046  -3.307
H  6.223  -0.685  -3.364
H  3.902  0.001  -4.093
H  3.681  -1.514  -1.459
H  4.289  -2.413  -2.773
H  2.384  -3.431  -4.014
H  0.880  -3.178  -3.093
H  2.241  -3.726  -2.180
H  3.802  0.636  -1.456
H  4.175  1.631  -2.588
C  -0.629  1.246  -6.557
C  -0.528  0.977  -5.039
C  -0.771  -0.471  -4.547
O  -0.518  -0.560  -3.206
C  -1.765  -0.708  -2.496
N  0.857  1.257  -4.637
H  -1.688  1.136  -6.791
H  -0.049  0.530  -7.139
H  -0.254  2.230  -6.837
H  -1.167  1.653  -4.470
H  -0.174  -1.142  -5.165
H  -1.794  -0.800  -4.730
H  -1.486  -0.815  -1.448
H  -2.414  -1.545  -2.753
H  -2.304  0.222  -2.680
H  1.507  1.071  -5.388
H  1.014  2.252  -4.556

=====

Computed, not measured: a molecular structure, C56H51Cl2N4O5P2S2Ta, with ωB97M-V/def2-TZVPD.

Computed properties:
relative energy (zero: lowest compared OMol25 entry of this formula, charge and spin) = 0.0 kcal/mol
E_tot = -5216.2234 Eh
charge = +2
Kohn-Sham gap = 0.25171 hartree
lowest unoccupied orbital energy = -0.1886 Ha

Cartesian coordinates (Å):
Ta  0.325  -1.099  0.017
C  0.040  -4.007  5.074
C  -0.348  -2.545  5.231
N  -1.480  -2.186  4.365
C  -2.817  -2.352  4.968
C  -3.330  -1.050  5.561
C  -1.337  -1.764  3.120
S  0.290  -1.626  2.518
N  -2.494  -1.458  2.487
C  -2.612  -1.151  1.235
O  -1.651  -1.113  0.354
C  -3.958  -0.805  0.735
C  -5.088  -1.100  1.496
C  -6.344  -0.767  1.021
C  -6.479  -0.131  -0.207
C  -5.355  0.173  -0.964
C  -4.097  -0.166  -0.496
H  0.854  -4.248  5.755
H  0.371  -4.211  4.055
H  -0.801  -4.661  5.306
H  0.492  -1.890  5.014
H  -0.664  -2.338  6.253
H  -2.712  -3.114  5.738
H  -3.498  -2.733  4.213
H  -2.640  -0.664  6.313
H  -4.294  -1.213  6.041
H  -3.456  -0.303  4.777
H  -4.969  -1.593  2.451
H  -7.222  -1.004  1.607
H  -7.464  0.127  -0.573
H  -5.462  0.668  -1.920
H  -3.215  0.063  -1.075
O  -0.310  0.880  -0.235
P  0.277  2.299  -0.133
C  2.073  2.330  -0.394
P  2.847  1.116  0.708
O  1.769  0.081  1.021
C  3.272  1.912  2.238
C  2.545  1.623  3.391
C  2.852  2.289  4.569
C  3.866  3.236  4.589
C  4.592  3.520  3.437
C  4.301  2.854  2.259
C  4.324  0.483  -0.038
C  4.789  0.871  -1.292
C  5.953  0.312  -1.793
C  6.643  -0.636  -1.050
C  6.185  -1.020  0.206
C  5.031  -0.456  0.720
C  -0.039  2.917  1.504
C  -0.822  2.167  2.378
C  -1.064  2.642  3.659
C  -0.527  3.856  4.061
C  0.249  4.609  3.186
C  0.491  4.145  1.906
C  -0.457  3.321  -1.387
C  0.274  4.296  -2.064
C  -0.355  5.090  -3.009
C  -1.705  4.909  -3.278
C  -2.434  3.939  -2.602
C  -1.816  3.146  -1.650
H  2.460  3.331  -0.195
H  2.239  2.066  -1.440
H  1.754  0.884  3.361
H  2.300  2.067  5.472
H  4.102  3.752  5.510
H  5.391  4.248  3.463
H  4.884  3.053  1.366
H  4.264  1.621  -1.868
H  6.326  0.618  -2.761
H  7.549  -1.073  -1.447
H  6.732  -1.751  0.784
H  4.677  -0.745  1.703
H  -1.238  1.220  2.060
H  -1.678  2.066  4.339
H  -0.719  4.226  5.059
H  0.658  5.559  3.502
H  1.082  4.746  1.224
H  1.330  4.439  -1.871
H  0.207  5.848  -3.537
H  -2.193  5.529  -4.018
H  -3.486  3.804  -2.815
H  -2.383  2.393  -1.116
S  2.275  -2.694  0.352
C  1.015  -3.889  0.264
C  1.133  -5.271  0.327
C  -0.023  -6.024  0.247
C  -1.259  -5.392  0.103
C  -1.297  -4.018  0.052
N  -0.176  -3.294  0.144
H  2.108  -5.726  0.429
H  0.032  -7.103  0.292
H  -2.174  -5.960  0.029
H  -2.222  -3.472  -0.072
Cl  -1.104  -3.221  -7.286
C  -1.712  -2.849  -5.705
C  -2.553  -3.750  -5.088
C  -3.052  -3.477  -3.823
C  -2.707  -2.292  -3.206
C  -1.874  -1.385  -3.846
Cl  -1.524  0.097  -2.991
C  -1.332  -1.630  -5.109
N  -0.505  -0.778  -5.816
C  0.305  0.300  -5.383
C  0.098  1.549  -5.961
C  0.938  2.613  -5.681
C  2.009  2.437  -4.816
C  2.217  1.194  -4.241
C  1.377  0.119  -4.506
C  1.636  -1.211  -3.832
C  1.207  -1.176  -2.402
O  1.611  -0.297  -1.587
O  0.408  -2.034  -1.895
H  -2.810  -4.664  -5.604
H  -3.716  -4.177  -3.336
H  -3.097  -2.036  -2.229
H  -0.517  -0.921  -6.814
H  -0.736  1.671  -6.640
H  0.763  3.573  -6.150
H  2.695  3.251  -4.619
H  3.075  1.026  -3.600
H  2.708  -1.429  -3.817
H  1.131  -2.033  -4.333

=====

Computed, not measured: a molecular structure, C17H22N7O2RuS2Si, with ωB97M-V/def2-TZVPD.

Computed properties:
relative energy (zero: lowest compared OMol25 entry of this formula, charge and spin) = 0.0 kcal/mol
E_tot = -2375.3889 Eh
charge = +1
Kohn-Sham gap (spin up / spin down) = 0.23524 / 0.23528 hartree
lowest unoccupied orbital energy (spin up / spin down) = -0.1918 / -0.1918 Ha

Cartesian coordinates (Å):
Ru  -1.188  -0.918  0.528
C  3.632  3.433  0.005
Si  2.376  2.875  -1.261
C  3.033  3.067  -2.996
C  0.781  3.818  -1.045
C  2.136  1.005  -0.977
C  3.261  0.174  -1.025
C  3.180  -1.196  -0.803
C  1.946  -1.755  -0.532
N  0.847  -0.999  -0.525
C  0.952  0.327  -0.722
S  -0.699  0.939  -0.566
H  3.818  4.505  -0.094
H  4.590  2.924  -0.116
H  3.278  3.250  1.021
H  3.226  4.119  -3.218
H  2.318  2.697  -3.733
H  3.969  2.524  -3.135
H  0.997  4.883  -1.164
H  0.343  3.683  -0.054
H  0.031  3.557  -1.794
H  4.233  0.609  -1.234
H  4.054  -1.829  -0.850
H  1.831  -2.815  -0.339
C  -7.060  -1.164  -1.176
C  -5.583  -1.108  -0.971
C  -4.692  -1.338  -2.033
C  -3.343  -1.253  -1.793
N  -2.927  -0.948  -0.560
C  -3.838  -0.773  0.399
S  -2.905  -0.466  1.882
N  -5.138  -0.827  0.261
H  -7.371  -0.369  -1.856
H  -7.574  -1.045  -0.227
H  -7.344  -2.112  -1.632
H  -5.056  -1.579  -3.021
H  -2.590  -1.414  -2.553
N  1.994  -5.488  -0.704
C  0.897  -5.148  -0.818
N  -0.372  -4.761  -0.953
C  -0.794  -3.777  -0.309
N  -1.269  -2.876  0.291
N  1.610  0.241  5.066
C  1.538  -0.818  4.069
C  0.565  -0.405  2.987
O  0.121  0.813  3.057
O  0.233  -1.180  2.091
H  2.559  0.484  5.311
H  1.115  0.002  5.915
H  0.539  1.182  3.885
H  1.238  -1.795  4.448
H  2.502  -0.954  3.573

=====

Computed, not measured: 2 unconnected molecules or ions with the total composition C4H10O, with ωB97M-V/def2-TZVPD.

Computed properties:
relative energy (zero: lowest compared OMol25 entry of this formula, charge and spin) = 17.7 kcal/mol
E_tot = -233.6167 Eh
SMILES = C=C(C)O.C
Kohn-Sham gap = 0.36005 hartree
lowest unoccupied orbital energy = 0.0334 Ha

Cartesian coordinates (Å):
C  -1.397  -0.398  -0.585
C  -0.932  0.469  0.316
C  -1.335  0.513  1.757
O  -0.013  1.442  0.046
H  -2.135  -1.139  -0.304
H  -1.065  -0.388  -1.622
H  -1.963  -0.342  2.014
H  -0.441  0.505  2.391
H  -1.881  1.438  1.972
H  0.252  1.365  -0.881
C  2.183  -0.695  -1.018
H  1.870  -0.247  -0.073
H  1.615  -1.612  -1.192
H  1.993  0.008  -1.836
H  3.251  -0.919  -0.985

=====

Computed, not measured: C5H7FO in the gas phase, with ωB97M-V/def2-TZVPD.

Computed properties:
relative energy (zero: lowest compared OMol25 entry of this formula, charge and spin) = 28.6 kcal/mol
E_tot = -369.7534 Eh
SMILES = C[C@H]1C=C(F)CO1
Kohn-Sham gap = 0.37961 hartree
lowest unoccupied orbital energy = 0.0368 Ha

Cartesian coordinates (Å):
C  1.699  -0.432  0.374
C  0.679  -0.116  -0.664
C  -0.625  -0.970  -0.561
C  -1.566  -0.228  -0.015
F  -2.811  -0.493  0.275
C  -1.098  1.083  0.334
O  0.140  1.220  -0.334
H  1.319  0.007  1.349
H  2.629  0.008  0.223
H  1.852  -1.506  0.479
H  1.235  -0.031  -1.713
H  -0.738  -1.862  -0.980
H  -1.690  1.926  -0.156
H  -1.026  1.394  1.387

=====

Computed, not measured: a molecular structure, C26H29N3OSV, with ωB97M-V/def2-TZVPD.

Computed properties:
E_tot = -2588.9007 Eh
charge = +3
Kohn-Sham gap (spin up / spin down) = 0.14852 / 0.17363 hartree
spin multiplicity = 3
lowest unoccupied orbital energy (spin up / spin down) = -0.4250 / -0.4000 Ha

Cartesian coordinates (Å):
V  1.050  0.331  -0.132
C  3.733  3.168  2.854
C  3.487  1.734  2.336
C  3.342  0.796  3.532
C  2.295  1.813  1.425
C  0.981  1.497  1.835
C  -0.123  1.855  1.047
C  0.042  2.535  -0.176
C  -1.139  3.115  -0.879
C  1.356  2.738  -0.634
C  2.457  2.380  0.148
H  4.681  3.193  3.384
H  2.950  3.462  3.549
H  3.769  3.897  2.047
H  4.360  1.432  1.742
H  2.657  1.200  4.276
H  4.310  0.690  4.015
H  3.004  -0.193  3.232
H  0.812  1.125  2.842
H  -1.125  1.741  1.457
H  -0.937  3.346  -1.923
H  -1.394  4.055  -0.384
H  -2.016  2.473  -0.803
H  1.517  3.287  -1.558
H  3.456  2.651  -0.184
O  1.897  0.032  -1.874
C  3.024  -0.835  -1.957
C  3.161  -1.531  -0.633
C  4.190  -2.425  -0.369
C  4.276  -3.011  0.884
C  3.282  -2.726  1.814
C  2.268  -1.856  1.458
N  2.221  -1.235  0.275
H  1.788  0.471  -2.736
H  3.934  -0.256  -2.179
H  2.875  -1.581  -2.754
H  4.913  -2.647  -1.136
H  5.096  -3.672  1.125
H  3.306  -3.170  2.797
H  1.462  -1.641  2.153
S  -4.525  -2.855  -0.906
C  -3.065  -1.930  -0.789
C  -2.231  -2.259  0.298
C  -1.027  -1.627  0.464
N  -0.553  -0.706  -0.400
C  -1.340  -0.402  -1.451
C  -2.581  -0.952  -1.675
C  -5.753  -1.852  -1.779
C  -6.568  -1.082  -0.959
C  -7.687  -0.483  -1.538
N  -7.924  -0.642  -2.811
C  -7.174  -1.347  -3.613
C  -6.035  -1.999  -3.129
H  -2.549  -3.000  1.015
H  -0.428  -1.861  1.336
H  -0.947  0.327  -2.157
H  -3.153  -0.648  -2.537
H  -6.369  -0.981  0.098
H  -8.390  0.096  -0.949
H  -7.487  -1.426  -4.646
H  -5.435  -2.610  -3.785

=====

Computed, not measured: 3 unconnected molecules or ions with the total composition C25H56N6O3P, with ωB97M-V/def2-TZVPD.

Computed properties:
E_tot = -1881.4432 Eh
charge = +1
Kohn-Sham gap = 0.24994 hartree
lowest unoccupied orbital energy = -0.1219 Ha

Cartesian coordinates (Å):
C  0.590  -3.519  2.611
C  1.987  -4.010  2.245
O  2.250  -5.104  2.068
O  2.927  -3.015  2.159
C  2.690  -2.124  1.065
C  2.775  -0.632  1.454
C  1.490  0.161  1.071
C  1.098  1.060  2.283
C  -0.382  1.556  2.181
N  -1.240  0.836  3.145
C  -2.286  1.536  3.727
N  -2.021  2.355  4.681
N  -3.515  1.207  3.194
C  -3.311  -0.073  2.518
N  -3.735  0.086  1.144
C  -3.713  -0.959  0.418
C  -3.109  -0.917  -0.962
C  -4.314  -2.299  0.799
C  -1.803  -0.455  2.776
P  -1.729  -1.370  4.404
O  -2.842  -0.993  5.293
H  0.121  -3.137  1.701
H  -0.007  -4.289  3.086
H  0.730  -2.656  3.271
H  1.732  -2.275  0.561
H  3.451  -2.338  0.314
H  3.573  -0.203  0.845
H  3.054  -0.474  2.495
H  1.683  0.807  0.215
H  0.663  -0.503  0.798
H  1.737  1.941  2.265
H  1.182  0.525  3.229
H  -0.359  2.609  2.464
H  -0.744  1.452  1.155
H  -1.056  2.418  4.979
H  -2.707  2.907  5.180
H  -3.737  1.984  2.569
H  -3.843  -0.881  3.037
H  -3.937  -1.067  -1.668
H  -2.452  -1.774  -1.117
H  -2.632  0.035  -1.172
H  -3.643  -3.130  0.572
H  -4.664  -2.320  1.826
H  -5.166  -2.424  0.125
H  -1.363  -1.011  1.953
H  -0.457  -1.042  4.941
H  -1.724  -2.766  4.178
C  -0.576  3.725  -1.700
C  -0.074  5.092  -1.257
N  0.820  5.029  -0.114
C  1.054  6.323  0.514
C  1.762  7.402  -0.308
C  1.992  4.184  -0.274
C  2.938  4.476  -1.442
H  -1.022  3.182  -0.863
H  -1.341  3.843  -2.469
H  0.221  3.113  -2.127
H  -0.947  5.689  -0.978
H  0.387  5.599  -2.117
H  1.607  6.169  1.446
H  0.082  6.719  0.826
H  2.824  7.193  -0.427
H  1.684  8.362  0.206
H  1.317  7.528  -1.296
H  1.646  3.147  -0.366
H  2.572  4.191  0.654
H  2.405  4.617  -2.383
H  3.620  3.634  -1.579
H  3.554  5.354  -1.258
C  2.362  -4.201  -1.956
C  0.976  -3.661  -2.284
N  0.920  -2.943  -3.541
C  -0.294  -2.163  -3.708
C  -1.628  -2.915  -3.780
C  1.367  -3.680  -4.714
C  0.673  -5.008  -5.034
H  3.112  -3.409  -2.004
H  2.366  -4.609  -0.943
H  2.662  -5.003  -2.630
H  0.695  -2.968  -1.481
H  0.254  -4.491  -2.246
H  -0.193  -1.538  -4.599
H  -0.350  -1.454  -2.871
H  -1.752  -3.435  -4.727
H  -2.454  -2.202  -3.699
H  -1.741  -3.636  -2.968
H  2.436  -3.878  -4.602
H  1.304  -3.026  -5.587
H  0.583  -5.652  -4.157
H  1.257  -5.553  -5.777
H  -0.319  -4.861  -5.458

=====

Largest force on an atom? In order: 1.53, 6.16, 0.93, 0.83, 0.30, 4.23, 2.25, 5.43 eV/A.